Entry 1:
C46H48N3PRh | wB97M-V/def2-TZVPD

Structure (ORCA input):
```
! RIJCOSX wB97M-V def2-TZVPD def2/J DEFGRID3
* xyz -1 5
Rh 0.308 -0.145 -0.087
N -0.615 -2.137 0.943
N 0.000 -2.855 -1.749
C 1.376 1.545 -0.532
C 2.255 0.469 -0.199
C 1.945 0.040 1.137
C 2.574 -1.127 1.826
H 3.371 -1.533 1.204
H 1.841 -1.918 2.011
H 2.999 -0.815 2.782
C 0.876 0.856 1.624
C 0.303 0.946 3.004
H 0.717 1.796 3.562
H 0.475 0.046 3.592
H -0.779 1.103 2.916
C 0.521 1.778 0.586
C -0.499 2.856 0.689
H -1.474 2.392 0.915
H -0.617 3.402 -0.251
H -0.277 3.572 1.492
C 3.307 -0.113 -1.089
H 4.302 -0.089 -0.630
H 3.369 0.447 -2.025
H 3.068 -1.160 -1.312
C 1.374 2.371 -1.779
H 0.452 2.134 -2.327
H 2.223 2.126 -2.424
H 1.372 3.451 -1.582
C -1.110 -1.962 2.163
H -0.946 -1.014 2.641
C -1.888 -2.899 2.805
H -2.277 -2.629 3.769
C -2.244 -4.050 2.128
H -3.056 -4.664 2.506
C -1.577 -4.340 0.958
H -1.834 -5.214 0.379
C -0.640 -3.421 0.421
C 0.148 -3.740 -0.713
H 0.991 -4.409 -0.776
C -0.045 -1.460 -1.663
C -0.351 -3.261 -3.055
H -0.441 -4.309 -3.307
C -0.688 -2.153 -3.712
H -1.056 -2.019 -4.708
N -0.437 -1.051 -2.888
C -0.327 0.263 -3.480
C 0.771 0.434 -4.360
C 0.758 1.534 -5.214
H 1.584 1.712 -5.900
C -0.316 2.416 -5.246
C -0.306 3.572 -6.196
H -0.350 4.539 -5.674
H -1.176 3.495 -6.861
H 0.611 3.525 -6.791
C -1.423 2.188 -4.428
H -2.285 2.859 -4.534
C -1.470 1.102 -3.543
C -2.761 0.794 -2.820
H -3.107 -0.225 -3.056
H -3.550 1.509 -3.118
H -2.644 0.883 -1.727
C 1.867 -0.572 -4.436
H 1.548 -1.509 -4.892
H 2.265 -0.800 -3.447
H 2.692 -0.190 -5.035
C -6.590 3.985 -0.401
C -6.949 2.773 0.192
C -5.993 1.962 0.811
C -4.653 2.365 0.832
C -4.263 3.531 0.137
C -5.234 4.331 -0.461
P -3.403 1.536 1.846
C -3.615 2.381 3.463
C -2.539 3.132 3.986
C -2.675 3.871 5.162
C -3.918 3.915 5.801
C -5.001 3.184 5.301
C -4.846 2.428 4.133
C -4.117 -0.113 2.097
C -4.442 -0.624 3.361
C -5.164 -1.815 3.453
C -5.542 -2.510 2.300
C -5.078 -2.074 1.052
C -4.324 -0.910 0.952
H -7.355 4.654 -0.809
H -7.989 2.454 0.193
H -6.292 1.020 1.271
H -3.209 3.812 0.081
H -4.933 5.238 -0.983
H -1.580 3.123 3.464
H -1.815 4.414 5.569
H -4.046 4.528 6.689
H -5.969 3.191 5.816
H -5.691 1.859 3.746
H -4.169 -0.091 4.272
H -5.447 -2.206 4.434
H -6.177 -3.402 2.369
H -5.300 -2.654 0.153
H -3.925 -0.589 -0.013
*
```

The LUMO energy (spin up / spin down) comes out at 2.14 / 1.89 eV. The HOMO-LUMO gap (spin up / spin down) is 0.079 / 0.231 hartree. Its HOMO energy (spin up / spin down) is 0.0 / -4.4 eV. The calculation puts the energy at -65243.235 eV.

---

Entry 2:
C34H94ClN8O13 | wB97M-V/def2-TZVPD

Structure (ORCA input):
```
! RIJCOSX wB97M-V def2-TZVPD def2/J DEFGRID3
* xyz 0 2
Cl 22.099 0.253 10.297
O 23.325 0.228 11.035
O 22.453 0.025 8.948
O 21.270 -0.833 10.738
O 21.382 1.514 10.482
C 27.016 3.648 12.471
C 25.770 2.789 12.071
C 24.699 3.531 11.253
O 24.184 4.605 11.986
C 23.115 5.273 11.389
N 26.258 1.671 11.334
H 27.685 3.285 13.252
H 26.708 4.628 12.832
H 27.618 3.826 11.579
H 25.322 2.486 13.018
H 23.867 2.860 11.038
H 25.197 3.862 10.341
H 23.091 5.304 10.299
H 23.118 6.273 11.821
H 22.211 4.842 11.819
H 26.718 1.037 11.971
H 25.462 1.134 11.018
C 17.757 -1.103 11.635
C 18.621 -1.368 12.874
C 17.722 -1.700 14.079
O 18.377 -2.364 15.148
C 17.686 -2.102 16.277
N 19.594 -2.403 12.620
H 17.072 -1.903 11.352
H 18.375 -1.055 10.738
H 17.231 -0.149 11.628
H 19.141 -0.420 13.012
H 16.931 -2.345 13.696
H 17.142 -0.871 14.484
H 17.383 -1.069 16.451
H 18.172 -2.438 17.192
H 16.707 -2.565 16.400
H 20.016 -2.002 11.795
H 19.093 -3.059 12.037
C 30.104 -1.846 6.728
C 29.307 -1.774 8.027
C 27.843 -1.433 7.781
O 27.150 -1.376 9.049
C 25.739 -1.093 8.955
N 29.303 -3.148 8.460
H 29.749 -2.598 6.022
H 31.131 -2.086 7.005
H 30.137 -0.864 6.257
H 29.874 -1.037 8.597
H 27.373 -2.146 7.103
H 27.594 -0.483 7.307
H 25.199 -1.429 8.070
H 25.476 -0.035 8.980
H 25.345 -1.519 9.878
H 28.814 -3.716 7.783
H 28.680 -3.170 9.254
C 23.002 4.879 7.423
C 22.199 3.907 6.581
C 21.411 2.955 7.437
O 20.244 2.562 6.680
C 19.462 1.828 7.672
N 21.422 4.589 5.572
H 22.402 5.534 8.055
H 23.558 5.507 6.728
H 23.770 4.396 8.027
H 22.945 3.340 6.025
H 21.128 3.600 8.269
H 22.095 2.126 7.620
H 20.040 1.029 8.137
H 18.601 1.419 7.142
H 19.070 2.391 8.518
H 21.184 5.390 6.139
H 22.191 5.047 5.104
C 22.028 -5.505 7.984
C 22.542 -4.038 8.232
C 22.639 -3.251 6.929
O 23.546 -3.867 6.021
C 23.907 -3.004 4.942
N 21.614 -3.384 9.171
H 22.297 -5.753 6.957
H 20.967 -5.673 8.172
H 22.377 -6.311 8.629
H 23.450 -4.048 8.835
H 22.861 -2.195 7.086
H 21.679 -3.497 6.475
H 22.983 -2.631 4.501
H 24.256 -3.632 4.123
H 24.623 -2.264 5.300
H 20.696 -3.409 8.751
H 21.761 -2.410 9.398
C 21.669 0.671 14.099
C 22.016 -0.760 14.398
C 23.358 -0.931 15.103
O 23.466 -2.359 15.295
C 24.735 -2.711 15.868
N 20.884 -1.377 15.050
H 21.526 1.163 15.062
H 20.768 0.729 13.489
H 22.500 1.237 13.678
H 22.228 -1.226 13.436
H 23.332 -0.458 16.084
H 24.190 -0.608 14.476
H 24.695 -2.414 16.915
H 25.517 -2.123 15.388
H 25.048 -3.749 15.755
H 20.440 -0.478 15.173
H 21.252 -1.328 15.989
C 23.794 -4.058 12.485
C 22.262 -4.170 12.579
C 21.764 -5.612 12.141
O 20.318 -5.715 12.129
C 19.906 -6.953 11.699
N 21.842 -4.014 13.893
H 24.084 -4.145 11.438
H 24.243 -4.837 13.101
H 24.250 -3.127 12.822
H 21.863 -3.442 11.873
H 21.989 -6.441 12.811
H 22.059 -5.803 11.109
H 18.821 -6.891 11.619
H 20.178 -7.723 12.420
H 20.321 -7.220 10.727
H 22.701 -3.598 14.224
H 22.161 -4.908 14.240
C 21.787 3.072 0.859
C 21.160 2.639 2.186
C 22.122 1.851 3.041
O 21.604 1.736 4.382
C 22.165 0.590 5.034
N 20.622 3.752 2.941
H 22.566 3.777 1.148
H 21.061 3.458 0.143
H 22.265 2.196 0.419
H 20.335 2.000 1.870
H 23.086 2.344 3.166
H 22.365 0.913 2.542
H 21.718 -0.307 4.606
H 21.879 0.486 6.080
H 23.236 0.421 4.926
H 21.296 4.503 2.906
H 19.978 4.105 2.248
C 26.414 3.278 7.202
C 25.731 2.136 6.440
O 24.498 2.052 7.131
H 26.459 3.155 8.284
H 25.962 4.267 7.130
H 27.450 3.333 6.868
H 26.241 1.177 6.525
H 25.535 2.300 5.380
H 24.614 1.378 7.805
*
```

The LUMO energy (spin up / spin down) comes out at 0.15 / -5.14 eV. The HOMO-LUMO gap (spin up / spin down) is 0.300 / 0.106 hartree. Its HOMO energy (spin up / spin down) is -8.0 / -8.0 eV. The calculation puts the energy at -87821.869 eV.